DFT (ωB97M-V/def2-TZVPD) results for a cluster of 2 separate species, C3H10NS in total in a non-equilibrium geometry.

The total charge is -1. The HOMO energy comes out at -2.5 eV. The HOMO-LUMO gap comes out at 6.495 eV. As for the spin multiplicity: 1. For the maximum force, the calculation gives 2.74 eV/A. As for the energy relative to the best compared isomer or geometry (same formula, charge and spin): 173.2 kJ/mol.

```
15
Properties=species:S:1:pos:R:3:forces:R:3
C 0.964 2.547 -1.355 -0.088 -0.728 0.819
S -0.134 1.264 -2.242 0.694 1.151 0.744
H 1.508 3.259 -1.978 -0.208 -0.141 -0.405
H 0.528 3.143 -0.528 -0.634 -0.173 -0.665
H 1.725 2.015 -0.771 0.210 -0.223 -0.365
C 0.783 -1.221 0.883 0.112 1.278 1.493
N -0.496 -0.511 0.833 -0.995 1.556 -0.551
C -1.654 -1.348 0.675 -1.011 -1.468 -0.248
H 1.207 -1.564 1.959 -1.127 1.155 -2.213
H 0.642 -2.074 0.314 0.260 -2.291 -1.114
H 1.475 -0.586 0.305 0.182 -0.291 0.693
H -0.555 0.085 -0.019 0.988 0.080 0.552
H -1.688 -2.008 -0.227 0.503 0.422 -0.043
H -2.716 -0.951 0.681 1.540 0.557 0.295
H -1.589 -2.051 1.470 -0.425 -0.884 1.009
```
Positions in Å, forces in eV/Å.

Löwdin atomic charge list, values in e, 5 entries: -0.6852, -0.0227, -0.0288, -0.0121, -0.0392